A structure of composition C3H8N2O, computed with ωB97M-V/def2-TZVPD.

Geometry as XYZ:
```
14
Properties=species:S:1:pos:R:3:forces:R:3
O 0.323569 1.425291 -0.987968 -0.4 1.2 0.5
C -0.396689 0.425974 -0.863052 1.3 -0.9 0.0
N -0.229292 -0.274450 0.365846 0.9 2.6 3.1
C 0.313275 0.611710 1.442450 -1.0 0.3 0.0
N 0.194011 -0.141678 2.628057 -0.9 0.3 -0.5
C -0.983636 -0.165543 -1.974835 -0.4 -1.6 1.5
H -0.684452 -0.777770 1.173148 -1.1 -1.1 -2.6
H 1.431138 0.691067 1.614586 0.0 0.5 -1.1
H -0.113317 1.772050 1.218200 1.2 -2.5 0.5
H 0.827872 -1.608906 -1.805065 1.6 0.2 0.3
H 0.053411 0.310465 3.528310 0.5 0.7 -0.4
H 1.550246 -1.413239 -1.577517 -1.1 -0.5 -0.4
H -1.111668 -1.250941 -1.910682 -0.5 0.5 -0.3
H -1.174467 0.395969 -2.851479 -0.1 0.4 -0.6
```
Forces are in eV/Å.

relative energy (zero: lowest compared OMol25 entry of this formula, charge and spin)	9.533	eV
orbital gap	4.0	eV
total charge	0
multiplicity	1
calculated total energy	-303.54179	Ha

Atomic partial charges in e from the Mulliken method, atoms 1 to 5: -0.58, 0.44, -0.19, -0.11, -0.66